(1)
Here is a 2-piece molecular cluster, C3H3I overall from the Open Molecules 2025 dataset. Energies are from ωB97M-V/def2-TZVPD.

Positions of all 7 atoms, in Å:
C: -0.90218 -0.14942 -0.03149
C: 0.93371 1.24032 0.00033
C: -2.16432 -0.66423 0.09844
I: -4.15853 0.02152 0.05364
H: 1.47139 0.94775 -0.93242
H: 1.42090 1.19104 0.87219
H: -2.10369 -1.82900 -0.08951

Forces on the atoms, in the same order (eV/Å):
C -0.8 -0.3 0.7
C -4.1 -0.7 -4.5
C 3.1 -0.5 -1.2
I 0.7 0.1 0.1
H -0.6 -0.1 0.8
H 1.7 -0.8 3.5
H 0.0 2.3 0.6

Computed properties:
- Energy above the lowest of the compared OMol25 structures with the same formula, charge and spin: 148.6 kcal per mole
- Kohn-Sham gap (alpha / beta): 8.2 / 7.0 eV
- E_HOMO (alpha / beta): -9.44 / -8.30 eV

(2)
Here is C3H3I2NO as an isolated structure from the Open Molecules 2025 dataset. Energies are from ωB97M-V/def2-TZVPD.

Positions of all 10 atoms, in Å:
C: -0.98702 0.04907 -0.04192
C: 2.35122 -0.85541 0.60945
C: -2.01659 0.97432 -0.29794
N: -0.08335 -0.59516 0.21186
O: 2.27390 -0.37477 1.70780
I: 3.06056 0.29910 -1.05525
I: 2.19597 -2.86433 0.12283
H: -1.97021 1.02867 -1.49529
H: -3.04606 0.45799 0.04840
H: -1.77840 1.88054 0.19007

Forces on the atoms, in the same order (eV/Å):
C 0.7 -0.3 0.7
C 0.7 1.7 2.6
C -3.0 -2.0 -2.9
N 0.2 -0.7 -0.1
O 0.1 -1.2 -2.4
I -0.1 0.2 -0.1
I 0.0 -0.9 0.1
H -0.6 0.5 2.6
H 2.2 1.6 -0.9
H -0.2 1.1 0.3

Computed properties:
- Energy above the lowest of the compared OMol25 structures with the same formula, charge and spin: 18.3 kcal per mole
- Kohn-Sham gap: 8.9 eV
- E_HOMO: -9.24 eV

(3)
Here is a 2-piece molecular cluster, C3H3I2NO overall from the Open Molecules 2025 dataset. Energies are from ωB97M-V/def2-TZVPD.

Positions of all 10 atoms, in Å:
C: -2.03505 -0.03300 1.39967
C: -1.25106 -0.24192 0.28311
C: 0.52353 -2.30571 0.47933
N: -0.30218 -1.37441 0.29365
O: 1.28978 -3.18284 0.58551
I: -1.26013 0.68453 -1.56936
I: 2.16753 -1.99209 -3.11861
H: -2.72076 0.75436 1.19294
H: -1.67539 -0.69443 2.16371
H: 1.47120 -3.44990 -3.64224

Forces on the atoms, in the same order (eV/Å):
C 3.0 -0.5 -4.3
C 0.7 -2.6 2.1
C -4.0 4.7 -1.0
N 2.5 -2.6 0.8
O -0.3 0.3 0.1
I -0.2 0.2 0.1
I -0.7 -1.3 -0.5
H -0.8 0.3 1.2
H -1.0 0.3 1.0
H 0.6 1.3 0.5

Computed properties:
- Energy above the lowest of the compared OMol25 structures with the same formula, charge and spin: 33.5 kcal per mole
- Structure (SMILES): C=C(I)N=C=O.I
- Kohn-Sham gap: 9.5 eV
- E_HOMO: -9.30 eV

(4)
Here is an isolated ion of composition C3H3I2O2 and charge -1 from the Open Molecules 2025 dataset. Energies are from ωB97M-V/def2-TZVPD.

Positions of all 10 atoms, in Å:
C: 0.27445 -1.46282 -0.06752
C: -0.53581 0.90932 0.35513
C: 0.50157 0.05126 -0.46878
O: 1.05927 -2.04954 0.66418
O: -0.87645 -1.77227 -0.41064
I: -2.52325 0.66761 -0.10269
I: 2.52743 0.86295 -0.08825
H: -0.53322 0.63021 1.39296
H: -0.30320 1.89558 0.26815
H: 0.40920 0.26769 -1.54255

Forces on the atoms, in the same order (eV/Å):
C -0.4 0.8 0.6
C 1.6 -2.8 -0.1
C -0.7 0.4 0.3
O 1.0 -0.2 0.1
O -0.3 -0.5 -0.8
I -1.5 0.2 -0.6
I -0.5 -0.2 0.1
H 0.5 -0.2 0.4
H 0.5 2.8 -0.3
H -0.2 -0.3 0.4

Computed properties:
- Energy above the lowest of the compared OMol25 structures with the same formula, charge and spin: 4.9 kcal per mole
- Structure (SMILES): O=C([O-])[C@H](I)CI
- Net charge: -1
- Kohn-Sham gap: 7.4 eV
- E_HOMO: -4.60 eV

(5)
Here is C3H3I3O as an isolated structure from the Open Molecules 2025 dataset. Energies are from ωB97M-V/def2-TZVPD.

Positions of all 10 atoms, in Å:
C: -0.22838 1.59742 0.12919
C: -0.69339 -0.65227 1.11811
C: -0.97571 0.50954 0.32667
O: 0.41910 2.54178 0.14801
I: 0.18082 -2.41557 -0.06441
I: 3.13375 -0.10484 -1.23989
I: -2.65707 0.59121 -1.08098
H: 2.51182 -0.29503 -2.61961
H: -1.57436 -1.25944 1.32812
H: -0.11658 -0.51280 1.95479

Forces on the atoms, in the same order (eV/Å):
C -0.5 -1.6 1.3
C -1.6 -2.1 -2.3
C -0.8 1.5 -1.9
O 0.3 0.8 -0.5
I -0.1 0.5 0.4
I 1.0 0.4 1.7
I 1.0 -0.2 0.9
H -0.8 -0.3 -1.8
H -0.1 0.7 0.4
H 1.6 0.3 1.8

Computed properties:
- Energy above the lowest of the compared OMol25 structures with the same formula, charge and spin: 15.6 kcal per mole
- Kohn-Sham gap: 8.0 eV
- E_HOMO: -8.83 eV

(6)
Here is C3H3I5O as an isolated structure from the Open Molecules 2025 dataset. Energies are from ωB97M-V/def2-TZVPD.

Positions of all 12 atoms, in Å:
C: 1.20304 -0.23764 -1.25112
C: 0.72642 0.85385 0.88179
C: -0.27630 -0.10604 1.59179
O: -0.82053 0.31899 2.71179
I: 3.15475 -0.56318 -1.33741
I: 2.48382 1.00212 1.99961
I: -0.07651 2.78306 0.38971
I: -2.24355 0.02592 0.20062
I: 0.33307 -2.16391 1.59011
H: 0.33365 -0.92527 -1.00502
H: 0.87859 0.55736 -1.98211
H: -1.31446 -0.37078 3.16843

Forces on the atoms, in the same order (eV/Å):
C -3.5 2.0 1.5
C -0.5 -1.3 -1.3
C -0.8 0.7 -2.6
O 0.8 0.7 1.5
I 0.8 -0.6 0.1
I 0.2 0.0 0.0
I 0.5 -0.3 0.2
I 0.5 -0.7 0.0
I 0.1 0.1 0.2
H 1.8 0.3 -0.5
H 0.4 -0.8 1.1
H -0.1 -0.1 -0.1

Computed properties:
- Energy above the lowest of the compared OMol25 structures with the same formula, charge and spin: 62.9 kcal per mole
- Kohn-Sham gap (alpha / beta): 7.4 / 7.4 eV
- E_HOMO (alpha / beta): -8.51 / -8.51 eV

(7)
Here is a 2-piece molecular cluster, C3H3IN2O overall from the Open Molecules 2025 dataset. Energies are from ωB97M-V/def2-TZVPD.

Positions of all 10 atoms, in Å:
C: -0.88632 2.11804 0.08011
C: 0.08200 -1.32797 0.83768
C: -0.06361 -1.01377 -0.65688
N: -0.08333 2.07569 -0.74851
N: 0.84324 -0.42094 0.34281
O: -0.49977 -1.93346 1.61544
I: 2.74508 0.19024 -0.03659
H: -0.69476 -0.26676 -1.05584
H: 0.02140 -1.76454 -1.32941
H: -1.46393 2.34345 0.95121

Forces on the atoms, in the same order (eV/Å):
C 1.3 0.7 -0.5
C -1.6 0.8 -3.8
C -1.1 2.5 2.4
N -1.2 0.0 0.6
N 2.5 0.6 -1.6
O -1.0 -2.4 4.5
I 0.5 0.0 0.5
H -1.0 0.6 -0.1
H 1.8 -2.6 -1.8
H -0.3 -0.3 -0.1

Computed properties:
- Energy above the lowest of the compared OMol25 structures with the same formula, charge and spin: 76.2 kcal per mole
- Structure (SMILES): O=C1CN1I.C#N
- Kohn-Sham gap: 8.6 eV
- E_HOMO: -9.25 eV

(8)
Here is C3H3IN2S as an isolated structure from the Open Molecules 2025 dataset. Energies are from ωB97M-V/def2-TZVPD.

Positions of all 10 atoms, in Å:
C: 0.42806 0.36873 0.02136
C: -1.44575 0.03687 0.14590
C: 1.35900 -0.77250 -0.11014
N: 0.48507 1.62839 -0.10142
N: -1.95848 1.19652 0.16524
S: -1.01992 2.46207 0.09565
I: -2.52296 -1.64701 0.25751
H: 1.48544 -1.37641 0.88105
H: 1.01166 -1.53134 -0.84974
H: 2.17789 -0.36533 -0.50540

Forces on the atoms, in the same order (eV/Å):
C -5.1 0.2 -0.2
C 3.8 2.4 -0.1
C -3.0 -2.5 2.1
N 0.5 -0.7 0.7
N -1.6 -1.8 0.3
S 2.1 0.2 -0.5
I -0.4 -1.1 0.1
H 0.0 1.4 -1.7
H -0.2 0.7 0.5
H 4.0 1.2 -1.0

Computed properties:
- Energy above the lowest of the compared OMol25 structures with the same formula, charge and spin: 37.6 kcal per mole
- Kohn-Sham gap: 9.2 eV
- E_HOMO: -8.76 eV